# 1
Formula: C4H6N2O
Source: the OMol25 dataset
Level of theory: ωB97M-V/def2-TZVPD

```
13
C4H6N2O, DFT ωB97M-V/def2-TZVPD
C -1.268 1.153 -1.326
C -0.413 0.166 -0.605
N 0.538 -0.551 -1.138
C 1.203 -1.146 -0.084
C 0.666 -0.722 1.091
O 1.117 -0.759 2.367
N -0.408 0.068 0.767
H -0.754 1.407 -2.255
H -1.375 2.071 -0.735
H -2.265 0.773 -1.565
H 2.062 -1.790 -0.219
H 2.044 -1.027 2.314
H -1.149 0.356 1.389
```

Values from the calculation:
**E_HOMO**: -8.0 eV
**SMILES**: Cc1ncc(O)[nH]1
**E**: -9272.739 eV
**ΔE to the lowest compared entry with this formula, charge and spin**: 17.6 kcal/mol

Atomic partial charges in e from the Mulliken method, atoms 1 to 2:
1. C -0.9806
2. C 0.4529


# 2
Formula: C7H11N3O2
Source: the OMol25 dataset
Level of theory: ωB97M-V/def2-TZVPD

```
23
C7H11N3O2, DFT ωB97M-V/def2-TZVPD
H -0.853 0.793 2.083
N -0.100 1.235 1.769
C -0.057 1.251 0.502
C -1.145 0.503 -0.290
N -2.335 1.363 -0.119
N -1.015 0.333 -1.701
C -1.479 -0.817 0.366
C -0.699 -1.907 0.541
C 0.769 -1.976 0.372
C 1.484 -0.953 0.055
C 2.443 -0.072 -0.136
O 2.966 0.607 0.916
O 2.885 0.573 -1.272
H 0.662 1.770 -0.048
H -3.182 0.815 -0.245
H -2.429 2.064 -0.835
H -0.283 -0.397 -1.766
H -0.868 1.283 -2.123
H -2.432 -0.952 0.782
H -1.102 -2.760 1.164
H 1.279 -2.940 0.257
H 2.717 0.210 1.759
H 2.772 -0.026 -2.033
```

Values from the calculation:
**E_HOMO**: -8.7 eV
**SMILES**: [H]/N=C\C(N)(N)/C=C\C=C=C(O)O
**E**: -15998.432 eV
**ΔE to the lowest compared entry with this formula, charge and spin**: 102.1 kcal/mol

Atomic partial charges in e from the Mulliken method, atoms 1 to 2:
1. H 0.2786
2. N -0.6751


# 3
Formula: C33H56BBr2HfN6O3Se3Si4Te2
Source: the OMol25 dataset
Level of theory: ωB97M-V/def2-TZVPD

```
111
C33H56BBr2HfN6O3Se3Si4Te2, DFT ωB97M-V/def2-TZVPD
Hf -0.274 -0.211 0.149
Se -1.247 -1.217 2.725
Se -1.535 -3.207 1.473
Te 0.946 -2.957 0.739
Se 1.028 -4.372 -1.267
C -2.997 2.922 0.948
C -1.996 2.793 2.050
C -2.153 3.559 3.230
C -1.221 3.483 4.223
C -0.085 2.663 4.047
C 0.969 2.507 4.979
Br 0.913 3.425 6.641
C 2.036 1.701 4.703
C 2.122 1.022 3.478
Br 3.615 -0.073 3.138
C 1.137 1.140 2.519
O 1.186 0.575 1.354
C -0.002 1.951 2.834
N -0.967 1.994 1.881
H -3.950 3.304 1.316
H -3.144 1.980 0.430
H -2.616 3.607 0.189
H -3.024 4.192 3.332
H -1.331 4.046 5.140
H 2.833 1.584 5.424
C -3.087 -3.411 -3.701
N -2.057 -2.409 -3.476
C -0.795 -2.680 -4.161
C -1.978 -1.781 -2.257
N -0.904 -1.576 -1.596
N -3.209 -1.338 -1.795
C -3.469 -0.714 -0.610
N -4.820 -0.671 -0.306
N -2.562 -0.184 0.113
H -3.056 -3.700 -4.749
H -4.093 -3.032 -3.514
H -2.933 -4.305 -3.087
H -1.025 -2.923 -5.198
H -0.238 -3.500 -3.698
H -0.173 -1.790 -4.134
H -0.122 -2.130 -1.951
H -3.960 -1.334 -2.464
H -5.312 -1.530 -0.508
H -5.010 -0.338 0.627
H -2.875 0.067 1.047
C 6.902 2.450 -3.769
C 6.244 1.533 -4.799
C 5.859 2.392 -6.013
C 7.274 0.481 -5.231
C 4.998 0.837 -4.248
C 4.260 0.000 -5.089
C 3.103 -0.653 -4.673
C 2.698 -0.439 -3.374
O 1.596 -0.898 -2.722
B 1.590 -0.296 -1.434
O 2.803 0.428 -1.313
C 3.425 0.375 -2.519
C 4.575 1.020 -2.929
H 7.771 2.938 -4.216
H 7.246 1.895 -2.894
H 6.219 3.230 -3.429
H 6.739 2.906 -6.411
H 5.118 3.143 -5.733
H 5.433 1.787 -6.814
H 8.169 0.966 -5.632
H 6.872 -0.177 -6.002
H 7.570 -0.141 -4.384
H 4.590 -0.151 -6.110
H 2.542 -1.295 -5.340
H 5.103 1.657 -2.235
C -0.437 0.867 -5.578
Si -0.314 2.736 -5.331
C -0.907 3.602 -6.911
C 1.505 3.174 -5.087
Si -1.592 3.301 -3.407
Te -0.291 1.974 -1.779
Si -1.307 5.569 -2.852
C -2.062 6.676 -4.191
C -2.117 6.021 -1.204
C 0.532 5.951 -2.705
Si -3.827 2.688 -3.730
C -4.845 2.854 -2.144
C -4.644 3.741 -5.074
C -3.899 0.879 -4.283
H 0.295 0.552 -6.329
H -1.426 0.549 -5.913
H -0.201 0.356 -4.642
H -0.277 3.284 -7.748
H -0.824 4.688 -6.832
H -1.941 3.358 -7.165
H 2.084 2.737 -5.908
H 1.890 2.767 -4.151
H 1.676 4.251 -5.095
H -3.147 6.573 -4.242
H -1.656 6.461 -5.181
H -1.842 7.724 -3.960
H -3.164 5.721 -1.142
H -2.071 7.107 -1.078
H -1.575 5.569 -0.372
H 1.020 5.963 -3.680
H 1.032 5.207 -2.083
H 0.670 6.935 -2.249
H -4.747 3.832 -1.673
H -4.557 2.096 -1.418
H -5.902 2.697 -2.386
H -4.677 4.798 -4.809
H -5.675 3.401 -5.216
H -4.128 3.650 -6.032
H -3.153 0.305 -3.730
H -3.680 0.769 -5.346
H -4.894 0.464 -4.094
```

Values from the calculation:
**E_HOMO**: -4.0 eV
**Total charge**: -1
**E**: -434431.259 eV
**ΔE to the lowest compared entry with this formula, charge and spin**: 16.9 kcal/mol

Atomic partial charges in e from the Mulliken method, atoms 1 to 2:
1. Hf -2.1625
2. Se -0.3276


# 4
Formula: ClO4Pb
Source: the OMol25 dataset
Level of theory: ωB97M-V/def2-TZVPD

```
6
ClO4Pb, DFT ωB97M-V/def2-TZVPD
Pb 2.215 1.507 1.584
Cl -0.473 -0.346 -0.296
O -1.246 0.370 -1.266
O 0.941 0.146 -0.391
O -0.899 0.042 1.025
O -0.539 -1.718 -0.656
```

Values from the calculation:
**E_HOMO**: -13.9 eV
**Total charge**: +1
**E**: -25941.610 eV
**ΔE to the lowest compared entry with this formula, charge and spin**: 24.9 kcal/mol

Atomic partial charges in e from the Mulliken method, atoms 1 to 2:
1. Pb 1.6465
2. Cl 1.7369


# 5
Formula: C18H40BIN3O4PS
Source: the OMol25 dataset
Level of theory: ωB97M-V/def2-TZVPD

```
69
C18H40BIN3O4PS, DFT ωB97M-V/def2-TZVPD
C 2.512 -1.978 -0.022
C 1.257 -2.841 0.136
C 0.086 -2.371 -0.744
N -1.194 -2.352 -0.038
C -1.455 -1.246 0.864
O -0.216 -0.593 1.054
C -0.197 0.635 1.756
B 1.037 0.587 2.779
O 1.286 -0.603 3.432
N 1.838 1.793 3.032
C 3.044 1.776 2.194
C 2.195 1.946 4.448
C -0.181 1.809 0.751
N -0.844 1.492 -0.508
C -0.122 1.991 -1.690
C 1.040 1.067 -2.063
C 1.446 1.167 -3.539
C 2.035 -0.138 -4.098
C 1.000 -1.111 -4.647
O -0.083 -1.310 -3.717
C -1.196 -0.560 -3.830
C -2.134 -0.840 -2.688
O -1.365 0.261 -4.691
P -0.935 3.321 1.515
S -1.421 4.796 0.347
C -2.104 -1.665 2.196
I -1.385 -3.552 2.911
C -3.636 -1.669 2.131
C -4.233 -0.256 2.027
H 2.463 -1.075 0.607
H 2.630 -1.630 -1.058
H 3.421 -2.528 0.245
H 1.498 -3.887 -0.091
H 0.919 -2.818 1.178
H -0.060 -3.055 -1.588
H 0.333 -1.382 -1.166
H -1.946 -2.414 -0.713
H -2.168 -0.539 0.395
H -1.114 0.745 2.369
H 1.868 -1.242 2.998
H 3.586 2.721 2.321
H 3.732 0.954 2.461
H 2.785 1.683 1.132
H 1.407 1.536 5.089
H 2.307 3.011 4.684
H 3.131 1.425 4.700
H 0.859 2.090 0.542
H -1.773 1.906 -0.528
H -0.840 2.032 -2.519
H 0.220 3.025 -1.526
H 0.739 0.039 -1.820
H 1.923 1.284 -1.444
H 2.177 1.975 -3.674
H 0.571 1.446 -4.141
H 2.622 -0.642 -3.315
H 2.728 0.075 -4.922
H 0.588 -0.758 -5.596
H 1.431 -2.106 -4.787
H -3.132 -0.481 -2.948
H -1.771 -0.300 -1.803
H -2.152 -1.906 -2.446
H -2.033 2.729 2.176
H -0.099 3.630 2.593
H -1.769 -0.984 2.985
H -3.945 -2.278 1.269
H -4.031 -2.175 3.016
H -3.658 0.461 2.629
H -5.261 -0.239 2.402
H -4.260 0.120 0.998
```

Values from the calculation:
**E_HOMO**: -8.5 eV
**SMILES**: CCCN[C@H](O[C@@H](B(O)N(C)C)[C@@H](NCCCCCOC(C)=O)[PH2]=S)[C@H](I)CC
**E**: -60877.183 eV

Atomic partial charges in e from the Mulliken method, atoms 1 to 2:
1. C -0.3714
2. C -0.4648


# 6
Formula: C6H9N
Source: the OMol25 dataset
Level of theory: ωB97M-V/def2-TZVPD

```
16
C6H9N, DFT ωB97M-V/def2-TZVPD
C -1.827 -2.103 -0.892
C -0.890 -1.132 -1.469
C -0.340 -0.098 -1.152
C -0.535 0.757 0.068
N 0.559 0.914 1.000
C 1.640 1.824 0.713
C 1.860 0.355 0.706
H -2.758 -2.242 -1.426
H -2.064 -1.623 0.071
H -1.382 -3.061 -0.656
H -0.996 1.722 -0.148
H -1.299 0.170 0.606
H 1.965 2.420 1.563
H 1.681 2.343 -0.247
H 2.024 -0.104 -0.271
H 2.362 -0.141 1.535
```

Values from the calculation:
**E_HOMO**: -9.1 eV
**SMILES**: CC#CCN1CC1
**E**: -7853.342 eV
**ΔE to the lowest compared entry with this formula, charge and spin**: 111.1 kcal/mol

Atomic partial charges in e from the Mulliken method, atoms 1 to 2:
1. C -0.8140
2. C 0.1126


# 7
Formula: C40H36F3N2O3P2S3Sc
Source: the OMol25 dataset
Level of theory: ωB97M-V/def2-TZVPD

```
90
C40H36F3N2O3P2S3Sc, DFT ωB97M-V/def2-TZVPD
Sc 1.647 -0.411 -0.730
C 5.484 -3.726 2.595
C 4.030 -3.610 2.135
C 3.152 -4.640 2.834
C 3.534 -2.186 2.280
C 2.590 -1.790 3.219
C 2.085 -0.496 3.245
C 2.521 0.468 2.344
C 2.077 1.901 2.450
C 3.488 0.074 1.406
C 3.989 -1.222 1.384
H 5.862 -4.737 2.437
H 5.566 -3.496 3.661
H 6.137 -3.037 2.055
H 3.996 -3.819 1.059
H 3.181 -4.523 3.920
H 3.508 -5.646 2.606
H 2.110 -4.573 2.511
H 2.196 -2.513 3.921
H 1.330 -0.232 3.978
H 1.811 2.335 1.485
H 2.887 2.511 2.856
H 1.222 1.994 3.118
H 3.909 0.817 0.742
H 4.723 -1.495 0.634
S 2.550 -2.483 -1.770
C 1.477 -3.303 -0.673
S 0.814 -2.349 0.615
C 1.110 -4.612 -0.839
C 0.151 -5.196 0.046
N -0.620 -5.636 0.780
C 1.617 -5.390 -1.925
N 2.031 -6.012 -2.802
F 4.447 0.094 -1.640
C 4.284 1.231 -2.339
F 4.662 1.035 -3.587
F 5.022 2.184 -1.788
S 2.507 1.690 -2.257
O 2.362 2.902 -2.973
O 1.818 0.473 -2.740
O 2.251 1.681 -0.790
C -2.504 1.155 -0.863
P -1.180 -0.073 -0.454
C -1.501 -0.243 1.338
C -1.312 0.921 2.086
C -1.481 0.913 3.462
C -1.832 -0.264 4.110
C -2.004 -1.428 3.376
C -1.837 -1.422 1.997
C -1.771 -1.537 -1.345
C -1.022 -1.981 -2.430
C -1.397 -3.121 -3.128
C -2.537 -3.814 -2.753
C -3.314 -3.355 -1.696
C -2.938 -2.219 -0.999
P -2.168 2.297 -2.272
C -1.385 3.659 -1.321
C -0.148 4.123 -1.744
C 0.527 5.108 -1.030
C -0.050 5.650 0.105
C -1.309 5.220 0.520
C -1.972 4.234 -0.190
C -3.831 3.026 -2.539
C -3.871 4.189 -3.314
C -5.073 4.803 -3.616
C -6.267 4.259 -3.160
C -6.243 3.105 -2.395
C -5.033 2.493 -2.085
H -2.739 1.726 0.032
H -3.365 0.526 -1.087
H -1.028 1.848 1.596
H -1.335 1.826 4.026
H -1.967 -0.274 5.184
H -2.263 -2.354 3.874
H -1.939 -2.349 1.450
H -0.132 -1.451 -2.747
H -0.787 -3.469 -3.951
H -2.821 -4.714 -3.283
H -4.207 -3.893 -1.406
H -3.554 -1.872 -0.179
H 0.290 3.714 -2.642
H 1.500 5.445 -1.366
H 0.469 6.421 0.662
H -1.773 5.662 1.394
H -2.962 3.920 0.126
H -2.946 4.623 -3.680
H -5.079 5.706 -4.214
H -7.210 4.734 -3.402
H -7.168 2.674 -2.033
H -5.049 1.598 -1.478
```

Values from the calculation:
**E_HOMO**: -8.2 eV
**E**: -131127.236 eV
**ΔE to the lowest compared entry with this formula, charge and spin**: 10.3 kcal/mol

Atomic partial charges in e from the Mulliken method, atoms 1 to 2:
1. Sc 0.1132
2. C -1.5480


# 8
Formula: C14H41N3O5
Source: the OMol25 dataset
Level of theory: ωB97M-V/def2-TZVPD

```
63
C14H41N3O5, DFT ωB97M-V/def2-TZVPD
C -1.302 2.142 -0.562
O -0.104 2.295 -1.249
H -1.230 1.239 0.043
H -1.415 2.960 0.149
H -2.149 2.103 -1.246
H 0.638 2.213 -0.645
C -3.423 5.599 1.105
O -3.852 6.992 0.873
H -3.245 5.466 2.172
H -4.225 4.901 0.863
H -2.564 5.285 0.512
H -3.530 7.622 1.522
C 2.467 -3.311 -3.701
C 3.087 -2.813 -2.377
C 1.995 -2.770 -1.259
O 0.951 -1.784 -1.427
C -0.290 -2.170 -0.873
N 4.192 -3.594 -1.931
H 2.445 -4.397 -3.785
H 3.010 -2.999 -4.594
H 1.408 -3.079 -3.807
H 3.428 -1.813 -2.647
H 2.471 -2.471 -0.325
H 1.549 -3.745 -1.062
H -0.157 -2.646 0.099
H -0.822 -2.892 -1.494
H -1.066 -1.431 -0.672
H 4.630 -2.994 -1.247
H 4.926 -3.514 -2.621
C 4.012 1.389 -1.377
C 3.452 0.725 -0.095
C 4.495 -0.163 0.618
O 3.907 -1.145 1.468
C 4.615 -2.347 1.525
N 3.110 1.823 0.838
H 4.672 2.218 -1.122
H 3.259 1.687 -2.106
H 4.680 0.752 -1.958
H 2.549 0.176 -0.365
H 5.221 0.328 1.266
H 5.001 -0.542 -0.270
H 4.381 -2.778 2.498
H 5.688 -2.230 1.674
H 4.464 -3.075 0.727
H 3.327 2.710 0.407
H 3.619 1.777 1.709
C -4.070 1.604 2.890
C -4.452 0.977 1.601
C -4.297 -0.586 1.576
O -4.901 -1.117 0.369
C -4.581 -2.476 0.197
N -5.887 1.426 1.348
H -4.309 2.666 2.939
H -2.999 1.462 3.031
H -4.702 1.038 3.574
H -4.028 1.502 0.744
H -4.651 -1.091 2.475
H -3.241 -0.791 1.401
H -4.916 -3.097 1.028
H -3.526 -2.541 -0.070
H -5.018 -2.753 -0.762
H -6.507 0.942 1.983
H -6.189 1.139 0.428
```

Values from the calculation:
**E_HOMO (alpha / beta)**: 1.0 / -6.4 eV
**Total charge**: -1
**Spin multiplicity**: 2
**E**: -29885.148 eV
**ΔE to the lowest compared entry with this formula, charge and spin**: 36.4 kcal/mol

Atomic partial charges in e from the Mulliken method, atoms 1 to 2:
1. C -0.6338
2. O -0.3430


# 9
Formula: C2H3FO2S
Source: the OMol25 dataset
Level of theory: ωB97M-V/def2-TZVPD

```
9
C2H3FO2S, DFT ωB97M-V/def2-TZVPD
C -0.305 0.042 0.333
C 0.640 -0.124 -0.565
O 2.384 -0.760 1.392
O 3.184 -0.959 -0.948
F 2.718 2.076 -0.012
S 2.332 -0.368 0.024
H -1.335 0.229 0.065
H -0.072 -0.006 1.387
H 0.561 -0.047 -1.633
```

Values from the calculation:
**E_HOMO (alpha / beta)**: -11.2 / -11.2 eV
**E**: -19766.136 eV
**ΔE to the lowest compared entry with this formula, charge and spin**: 87.8 kcal/mol

Atomic partial charges in e from the Mulliken method, atoms 1 to 2:
1. C -0.4616
2. C -0.0585


# 10
Formula: C22H29Cl2F15O10
Source: the OMol25 dataset
Level of theory: ωB97M-V/def2-TZVPD

```
78
C22H29Cl2F15O10, DFT ωB97M-V/def2-TZVPD
C -0.710 -1.345 -2.191
C -1.909 -2.200 -2.159
O -2.600 -2.331 -3.360
C -2.144 -3.072 -4.394
O -1.031 -3.626 -4.427
C -3.251 -3.309 -5.443
F -3.308 -2.330 -6.385
F -2.993 -4.414 -6.150
F -4.398 -3.464 -4.726
H 0.081 -1.804 -2.784
H -0.390 -1.220 -1.157
H -0.784 -0.374 -2.680
H -2.619 -1.733 -1.477
H -1.543 -3.165 -1.808
C 2.550 -5.309 -1.583
C 3.799 -4.516 -1.823
O 3.918 -3.361 -0.958
C 4.056 -2.120 -1.438
O 4.298 -1.857 -2.644
C 4.130 -1.085 -0.359
F 5.333 -1.037 0.146
F 3.741 0.122 -0.712
F 3.410 -1.474 0.642
H 2.453 -6.059 -2.369
H 1.594 -4.799 -1.468
H 2.714 -6.077 -0.826
H 3.700 -4.213 -2.866
H 4.644 -5.178 -1.635
C -4.460 -0.542 4.602
C -5.462 0.350 3.864
O -5.757 1.555 4.590
C -6.392 2.700 4.013
O -6.641 2.779 2.796
C -6.729 3.921 4.848
F -7.627 3.443 5.724
F -5.712 4.227 5.563
F -7.137 4.993 4.213
H -4.752 -0.900 5.589
H -3.655 0.050 5.038
H -4.088 -1.348 3.971
H -6.425 -0.154 3.782
H -5.151 0.509 2.832
C 1.310 3.619 0.415
C 1.519 2.206 1.026
O 0.535 1.777 1.982
C -0.027 0.569 1.953
O 0.461 -0.438 1.295
C -1.295 0.549 2.808
F -1.440 1.685 3.441
F -2.342 0.447 1.982
F -1.186 -0.531 3.691
H 0.251 3.779 0.217
H 1.867 3.521 -0.517
H 1.799 4.400 0.998
H 2.492 2.204 1.516
H 1.623 1.510 0.194
C 6.341 2.098 -7.285
C 5.121 1.377 -6.821
O 5.198 1.492 -5.432
C 4.219 1.173 -4.563
O 3.494 0.215 -4.751
C 4.089 1.991 -3.250
F 4.147 3.288 -3.652
F 2.941 1.820 -2.636
F 5.092 1.808 -2.438
H 6.410 2.044 -8.372
H 7.295 1.786 -6.861
H 6.237 3.163 -7.079
H 5.061 0.317 -7.068
H 4.180 1.805 -7.165
Cl -1.142 -0.195 6.634
C -1.935 1.448 7.067
C -2.520 1.393 8.481
Cl -3.667 0.049 8.697
H -2.659 1.698 6.291
H -1.179 2.214 6.891
H -3.221 2.218 8.602
H -1.825 1.273 9.313
```

Values from the calculation:
**E_HOMO (alpha / beta)**: -0.1 / -4.7 eV
**Total charge**: -1
**Spin multiplicity**: 2
**E**: -109563.984 eV
**ΔE to the lowest compared entry with this formula, charge and spin**: 51.4 kcal/mol

Atomic partial charges in e from the Mulliken method, atoms 1 to 2:
1. C -1.0680
2. C -0.1713


# 11
Formula: C3H7NOS2
Source: the OMol25 dataset
Level of theory: ωB97M-V/def2-TZVPD

```
14
C3H7NOS2, DFT ωB97M-V/def2-TZVPD
N -1.952 -0.346 -1.644
C -0.610 -0.524 -1.529
O -0.014 -1.383 -2.144
C 0.108 0.510 -0.669
C 0.666 -0.173 0.566
S 1.551 1.046 1.588
S 1.173 0.333 3.492
H -2.451 0.302 -1.062
H -2.513 -0.918 -2.251
H 0.904 0.949 -1.265
H -0.590 1.315 -0.429
H 1.392 -0.919 0.241
H -0.080 -0.712 1.151
H 2.416 0.519 3.956
```

Values from the calculation:
**E_HOMO**: -8.5 eV
**SMILES**: NC(=O)CCSS
**E**: -28433.048 eV
**ΔE to the lowest compared entry with this formula, charge and spin**: 4.5 kcal/mol

Atomic partial charges in e from the Mulliken method, atoms 1 to 2:
1. N -0.3634
2. C 0.4399